1.
{"formula": "C33H44BEuN7O5S5", "method": "wB97M-V/def2-TZVPD", "multiplicity": 8, "e_homo_ev": [-0.5, -0.8], "energy_ha": -4769.3077, "charge": -2, "gap_ev": [4.2, 4.5], "e_lumo_ev": [3.7039, 3.6979], "species": ["Eu", "C", "C", "C", "C", "N", "N", "B", "N", "N", "C", "C", "C", "C", "C", "S", "C", "C", "C", "C", "N", "N", "C", "C", "C", "C", "C", "S", "C", "C", "C", "C", "C", "S", "C", "C", "C", "C", "H", "H", "H", "H", "H", "H", "H", "H", "H", "H", "H", "H", "H", "H", "H", "H", "H", "H", "H", "H", "H", "H", "H", "H", "H", "H", "H", "H", "H", "H", "H", "H", "H", "H", "H", "H", "H", "H", "H", "O", "C", "O", "C", "C", "C", "C", "C", "N", "H", "H", "H", "H", "O", "S", "O", "O", "S", "H"], "positions_angstrom": [[0.0421, -1.1935, 2.3709], [-2.2896, -4.7069, -1.1524], [-1.5791, -3.3900, -1.4066], [-1.5544, -2.9095, -2.7162], [-0.9000, -1.7175, -3.0185], [-0.3186, -1.0269, -2.0060], [-0.3241, -1.4200, -0.7310], [0.4251, -0.3903, 0.1782], [1.9777, -0.3667, 0.1278], [2.4403, 0.6043, -0.6613], [3.7566, 0.8280, -0.9007], [4.6902, -0.0028, -0.2729], [4.2614, -1.0199, 0.5847], [5.3146, -1.8765, 1.2605], [2.8679, -1.2050, 0.7930], [2.4260, -2.2229, 1.7335], [4.1299, 1.9751, -1.8458], [3.4727, 1.7216, -3.2172], [3.5904, 3.2947, -1.2588], [5.6543, 2.1219, -2.0577], [-0.2583, 0.9219, 0.6253], [-1.2632, 1.3343, -0.1476], [-1.9357, 2.4980, 0.0534], [-1.5687, 3.2926, 1.1473], [-0.5435, 2.8845, 2.0059], [-0.1997, 3.7710, 3.1865], [0.1320, 1.6655, 1.7393], [1.1693, 1.2052, 2.6671], [-3.0388, 2.8781, -0.9416], [-3.7116, 4.2337, -0.6233], [-4.1206, 1.7813, -0.9306], [-2.4213, 2.9699, -2.3506], [-0.9419, -2.6406, -0.3769], [-0.9653, -3.1989, 0.9870], [-0.8288, -1.1892, -4.4539], [-2.2504, -0.8715, -4.9580], [0.0228, 0.0983, -4.5288], [-0.1725, -2.2431, -5.3719], [-2.7218, -5.1373, -2.0809], [-3.1204, -4.5531, -0.4319], [-1.5744, -5.4477, -0.7368], [-2.0336, -3.4759, -3.5041], [5.7503, 0.1337, -0.4294], [6.3452, -1.5791, 0.9721], [5.1742, -2.9399, 0.9731], [5.2291, -1.7796, 2.3633], [2.3676, 1.6627, -3.1207], [3.8386, 0.7671, -3.6543], [3.7077, 2.5448, -3.9263], [2.4871, 3.2519, -1.1284], [3.8222, 4.1488, -1.9316], [4.0508, 3.4944, -0.2671], [6.0818, 1.1976, -2.5032], [6.1693, 2.3346, -1.0962], [5.8736, 2.9629, -2.7508], [-2.0721, 4.2264, 1.3499], [-0.8339, 4.6822, 3.2247], [0.8596, 4.0965, 3.1149], [-0.3492, 3.2123, 4.1343], [-4.1964, 4.2110, 0.3763], [-4.4972, 4.4670, -1.3745], [-2.9676, 5.0596, -0.6488], [-4.5782, 1.6992, 0.0788], [-3.6884, 0.7932, -1.2009], [-4.9240, 2.0146, -1.6627], [-1.6271, 3.7475, -2.3795], [-3.1937, 3.2286, -3.1071], [-1.9726, 1.9994, -2.6431], [-2.7284, -0.1054, -4.3092], [-2.8910, -1.7786, -4.9561], [-2.2192, -0.4790, -5.9974], [-0.4025, 0.8982, -3.8910], [0.0708, 0.4804, -5.5715], [1.0610, -0.1052, -4.1890], [-0.7598, -3.1843, -5.3988], [0.8533, -2.4828, -5.0171], [-0.1025, -1.8645, -6.4146], [-3.9948, -1.7170, 3.7857], [-2.7432, -1.7091, 3.5342], [-2.1720, -1.0428, 2.6161], [-1.8372, -2.5723, 4.4056], [-2.3865, -3.3371, 5.4387], [-1.5522, -4.1229, 6.2300], [-0.1874, -4.1304, 5.9755], [0.2867, -3.3484, 4.9358], [-0.4946, -2.5781, 4.1531], [-3.4587, -3.3099, 5.6130], [-1.9710, -4.7189, 7.0335], [0.4907, -4.7289, 6.5700], [1.3437, -3.3166, 4.6930], [-0.8643, 2.1333, 6.3084], [-1.5927, 0.8705, 6.3106], [-1.2004, -0.0907, 7.3340], [-3.0206, 0.9569, 6.0300], [-0.8901, -0.0165, 4.6175], [0.7692, -2.1114, 0.6186]], "forces_ev_per_a": [[-0.944, 1.287, 3.763], [0.007, 0.023, 0.298], [-0.528, 0.242, -3.194], [-0.206, -0.884, 1.421], [1.404, 1.227, 1.993], [-0.894, -0.058, -2.665], [-1.154, 0.941, -2.520], [2.275, -2.957, -0.829], [-1.092, 0.548, -1.103], [1.732, 2.594, -2.023], [-1.585, -1.256, 1.036], [0.235, 0.258, -0.272], [-0.152, 0.493, -0.691], [-0.249, -0.077, 0.169], [5.812, 8.396, -7.578], [-3.544, -10.399, 9.270], [-0.333, 0.259, -0.154], [-0.332, -0.036, -0.336], [-0.276, 0.355, 0.169], [0.169, -0.196, 0.158], [-0.943, 0.072, -0.546], [-2.431, 1.757, -1.187], [1.772, -2.677, -0.209], [1.522, -0.183, 1.553], [-2.749, 2.536, -1.356], [0.184, -0.236, 0.096], [-5.811, 2.724, -5.781], [9.157, -2.456, 7.118], [-0.168, -0.310, -0.452], [0.135, 0.148, 0.329], [-0.267, -0.421, 0.044], [0.224, -0.058, -0.398], [-0.387, 3.652, -8.934], [-0.445, -5.019, 9.607], [0.401, 0.535, -0.068], [-0.375, 0.036, -0.010], [0.219, 0.156, 0.140], [0.110, -0.324, -0.126], [0.363, 0.468, 0.407], [0.575, -0.236, -0.232], [-0.494, 0.398, 0.000], [-0.104, -0.070, 0.010], [0.083, 0.061, 0.010], [-0.690, -0.008, 0.011], [0.052, 0.427, 0.385], [0.061, -0.298, -0.550], [0.681, -0.048, 0.037], [-0.221, 0.505, 0.230], [-0.039, -0.381, 0.352], [0.703, -0.081, -0.026], [-0.053, -0.422, 0.302], [-0.287, -0.105, -0.536], [-0.179, 0.509, 0.304], [-0.238, -0.176, -0.549], [-0.258, -0.441, 0.373], [-0.054, 0.008, 0.056], [0.253, -0.642, -0.250], [-0.468, -0.290, 0.175], [0.211, 0.172, -0.348], [0.296, 0.084, -0.549], [0.487, -0.275, 0.371], [-0.445, -0.416, 0.080], [0.273, -0.034, -0.586], [-0.199, 0.621, 0.262], [0.404, -0.038, 0.360], [-0.410, -0.447, -0.017], [0.333, -0.078, 0.429], [-0.166, 0.512, 0.248], [0.262, -0.459, -0.376], [0.292, 0.489, 0.017], [0.028, -0.211, 0.547], [0.312, -0.470, -0.254], [-0.108, -0.313, 0.478], [-0.653, 0.196, -0.108], [0.321, 0.448, 0.029], [-0.602, 0.131, -0.204], [-0.045, -0.143, 0.571], [3.191, -0.383, -0.616], [-3.476, 0.330, 0.501], [-1.005, -1.157, -1.364], [0.218, -0.407, 0.568], [0.193, -0.143, -0.075], [-0.009, 0.291, -0.333], [-0.257, 0.040, 0.136], [-0.335, 0.448, -0.857], [-0.916, -3.037, 1.430], [0.246, 0.195, -0.192], [0.041, 0.036, -0.013], [0.051, 0.084, -0.034], [0.030, -0.028, 0.058], [-0.297, 0.772, 0.968], [0.560, -0.687, -1.320], [-0.400, 0.473, 0.913], [0.033, 0.432, 0.903], [0.911, 1.330, 0.519], [0.450, 1.772, 0.614]]}

=====

2.
{"formula": "C33H44ClNSSi2Zn", "method": "wB97M-V/def2-TZVPD", "e_homo_ev": 0.0, "energy_ha": -4555.2171, "charge": -2, "gap_ev": 4.0, "e_lumo_ev": 4.0171, "species": ["Zn", "S", "C", "C", "C", "C", "C", "C", "C", "C", "C", "N", "H", "H", "H", "H", "H", "H", "C", "Si", "C", "C", "C", "C", "C", "C", "C", "C", "H", "H", "H", "H", "H", "H", "H", "H", "H", "H", "H", "H", "H", "H", "H", "H", "H", "H", "H", "H", "H", "C", "Si", "C", "C", "C", "C", "C", "C", "C", "H", "H", "H", "H", "H", "H", "H", "H", "H", "H", "H", "Cl", "C", "C", "C", "C", "C", "C", "C", "H", "H", "H", "H", "H", "H"], "positions_angstrom": [[12.7327, 9.8126, 7.3877], [16.9724, 10.4746, 8.3126], [16.0068, 11.1153, 9.6626], [14.6741, 11.2126, 9.4312], [14.3471, 10.9746, 8.0172], [15.5520, 10.4555, 7.3772], [15.4561, 9.5053, 6.2456], [16.4846, 9.2112, 5.3486], [16.4669, 7.9800, 4.6739], [15.3669, 7.1282, 4.8557], [14.3302, 7.5482, 5.6515], [14.2554, 8.7704, 6.2334], [16.6213, 11.5431, 10.4605], [14.0278, 11.6010, 10.2195], [17.2908, 9.9973, 5.2474], [17.3287, 7.6534, 4.0824], [15.3609, 6.1922, 4.3190], [13.4811, 6.8942, 5.8161], [9.7028, 11.5009, 7.4830], [10.4347, 9.6735, 7.5759], [10.1359, 9.1587, 9.4477], [10.6447, 10.3905, 10.2820], [10.9475, 7.8858, 9.7587], [8.6475, 8.8578, 9.9005], [9.3495, 8.6723, 6.3918], [9.4169, 9.4993, 5.0668], [7.8368, 8.4957, 6.8698], [9.9424, 7.2957, 6.1088], [9.9149, 11.8788, 6.4688], [10.1646, 12.1120, 8.2263], [8.6101, 11.4646, 7.7197], [11.4394, 11.0234, 9.8594], [11.0153, 10.0894, 11.2962], [9.8427, 11.1082, 10.5069], [12.0287, 8.0614, 9.8391], [10.7490, 7.1255, 8.9623], [10.6682, 7.4742, 10.7216], [8.0280, 9.7269, 9.7338], [8.5908, 8.6218, 10.9485], [8.2594, 8.0145, 9.3108], [8.9757, 10.5082, 5.0517], [8.9242, 8.9012, 4.2638], [10.4437, 9.6146, 4.7543], [7.4296, 9.4301, 7.2892], [7.7292, 7.6875, 7.6013], [7.2821, 8.2553, 5.9809], [10.8947, 7.2481, 5.5697], [9.2710, 6.7476, 5.4159], [10.1448, 6.7316, 6.9612], [15.3924, 13.8613, 7.0991], [13.8303, 12.7998, 7.3690], [12.8171, 13.5695, 8.7549], [12.7827, 13.0340, 5.8587], [12.4012, 14.3663, 5.6378], [11.4509, 14.7032, 4.6837], [10.8321, 13.6825, 3.9473], [11.2128, 12.3510, 4.1311], [12.1550, 12.0113, 5.1222], [15.2209, 14.9554, 6.9874], [15.9563, 13.5670, 6.1427], [16.1730, 13.7473, 7.9208], [13.4687, 14.2077, 9.3503], [12.4335, 12.8034, 9.3679], [12.0022, 14.2113, 8.3246], [12.7727, 15.2292, 6.2666], [11.1654, 15.7404, 4.5433], [10.0440, 13.9745, 3.2747], [10.8567, 11.5708, 3.4616], [12.4664, 10.9643, 5.2321], [4.6169, 18.4016, 7.0812], [5.8319, 17.5353, 7.9185], [5.6588, 17.2219, 9.2597], [6.6225, 16.5321, 9.9137], [7.8818, 16.2574, 9.3189], [8.8743, 15.5284, 9.9062], [8.0881, 16.5979, 7.8760], [7.1184, 17.3213, 7.2435], [4.7152, 17.5108, 9.7669], [6.5221, 16.3146, 10.9849], [8.7709, 15.2029, 10.9791], [9.8428, 15.3916, 9.3919], [8.9714, 16.2582, 7.3942], [7.2001, 17.7779, 6.2486]], "forces_ev_per_a": [[1.610, -0.421, -0.223], [1.068, 1.084, 1.223], [0.497, 0.203, 0.275], [1.673, 0.413, 0.454], [-1.919, 0.975, -0.395], [-0.985, -2.820, -5.111], [-1.499, 2.877, 4.364], [1.995, -1.096, -1.457], [0.871, 2.149, 0.836], [0.186, -0.589, -0.026], [-0.555, 1.139, -0.081], [-0.457, -0.969, -0.509], [-0.662, -0.467, 0.194], [-0.011, -0.088, -0.400], [-0.779, -1.308, 0.029], [-0.391, 0.293, -0.053], [-0.264, -0.257, 0.228], [-0.229, 0.105, -0.138], [-0.466, -1.759, -0.501], [-1.118, 1.180, 1.272], [-0.301, 0.532, 0.557], [-0.087, -0.223, 1.085], [0.108, 0.015, -0.691], [1.207, 0.104, -1.367], [-0.552, 0.466, -0.172], [-0.926, -0.865, -0.347], [1.533, 0.600, -0.266], [-0.414, 0.233, -2.183], [-0.375, 0.162, 0.602], [0.383, 0.613, 0.363], [0.703, 0.194, -0.429], [-0.038, -0.604, -0.254], [-0.176, -0.078, -0.655], [-0.065, -0.252, -0.298], [-0.133, 0.068, -0.382], [0.309, 0.356, 0.741], [-0.271, -0.243, 0.338], [-0.318, 0.236, -0.178], [0.168, -0.198, 0.639], [0.053, 0.289, 0.545], [-0.049, -0.480, 0.401], [0.129, 0.338, 0.288], [0.501, 0.000, -0.032], [0.172, -0.363, -0.100], [0.028, 0.200, -0.352], [-0.563, -0.259, -0.452], [0.106, 0.792, 0.000], [-0.026, -0.077, 0.479], [-0.169, -1.076, 1.640], [1.787, -0.010, -0.560], [1.375, -0.842, 1.188], [0.043, 1.546, -1.342], [-0.751, -0.488, -0.129], [-0.046, 1.036, 0.208], [-0.172, -0.747, 0.038], [0.506, 0.146, 0.428], [0.507, 0.086, 0.124], [0.347, 0.980, -0.828], [-0.208, -0.602, 0.165], [-0.885, 0.177, 1.219], [-1.088, -0.024, -0.784], [-0.005, 0.036, 0.186], [-0.773, -0.724, 0.779], [0.566, -0.667, 0.612], [-0.077, -1.277, -0.672], [-0.070, -0.109, 0.017], [-0.091, -0.211, -0.385], [-0.296, 0.145, 0.266], [-0.133, 0.394, -0.037], [-0.978, 0.777, -0.681], [2.270, 0.011, -0.426], [-1.203, 0.260, -0.561], [0.549, 0.241, 1.411], [1.096, -1.301, -1.972], [0.793, -0.302, 1.532], [-1.764, 0.879, 1.541], [-1.874, 0.116, 0.758], [0.609, -0.280, -0.386], [-0.070, -0.023, -0.408], [0.273, 0.277, -1.176], [-0.624, -0.062, 0.462], [0.745, 0.012, -0.295], [0.141, -0.574, 0.208]]}